# C24H23N5O5

C24H23N5O5 in the gas phase (ωB97M-V/def2-TZVPD, the OMol25 dataset).

Last column: Löwdin charge in e.
Cartesian coordinates (Å):
C1 2.03451 7.78973 -2.29417  -0.09
O1 1.15416 6.69486 -2.23944  -0.09
C2 1.02680 6.02015 -1.06096  -0.28
C3 1.71478 6.32157 0.10871  -0.02
C4 1.50143 5.56545 1.24923  -0.03
C5 0.60396 4.50953 1.24867  -0.20
C6 0.40548 3.67161 2.48317  -0.07
N1 1.29888 2.51009 2.46478  0.08
C7 2.56097 2.67931 2.98995  -0.46
O2 2.93151 3.71154 3.49784  0.10
N2 3.38650 1.58105 2.91744  0.21
C8 3.09811 0.33986 2.37604  -0.44
O3 3.93297 -0.54427 2.37842  0.06
C9 1.75616 0.22698 1.84491  -0.05
C10 1.39043 -0.98402 1.28334  0.02
N3 0.20508 -1.23776 0.76320  0.14
C11 -0.24075 -2.40979 0.18890  -0.09
C12 0.23467 -3.69505 0.23179  -0.18
C13 1.43181 -4.26621 0.90442  0.00
N4 -0.62682 -4.51277 -0.45070  -0.08
C14 -0.21173 -5.72131 -1.12463  -0.02
N5 -1.61906 -3.72017 -1.01173  0.05
C15 -2.79912 -4.26422 -1.54090  -0.20
C16 -3.46665 -3.57262 -2.54677  0.00
C17 -4.64266 -4.08524 -3.06176  -0.07
C18 -5.14965 -5.28674 -2.59472  -0.09
C19 -4.48586 -5.96968 -1.58951  -0.08
C20 -3.31744 -5.46089 -1.05330  -0.03
C21 -1.46138 -2.40017 -0.60386  -0.37
O4 -2.20901 -1.48072 -0.86572  0.08
C22 0.83250 1.33747 1.89286  -0.35
O5 -0.31521 1.27400 1.46626  0.06
C23 -0.07682 4.20569 0.07371  -0.02
C24 0.12988 4.95051 -1.06686  0.00
H1 1.96725 8.17177 -3.31180  0.09
H2 3.06706 7.48775 -2.08973  0.09
H3 1.74133 8.57774 -1.59267  0.09
H4 2.41848 7.13817 0.14729  0.10
H5 2.04866 5.79675 2.15072  0.11
H6 0.63880 4.24525 3.38152  0.13
H7 -0.61425 3.28474 2.52642  0.13
H8 4.31455 1.70572 3.30526  0.17
H9 2.14446 -1.75958 1.27387  0.13
H10 -0.45257 -0.44396 0.74351  0.14
H11 2.33344 -4.08664 0.31766  0.10
H12 1.56814 -3.80890 1.88206  0.09
H13 1.31741 -5.33847 1.03745  0.08
H14 -0.22519 -6.56671 -0.43408  0.09
H15 0.79348 -5.61481 -1.53822  0.10
H16 -0.90493 -5.92806 -1.93741  0.09
H17 -3.07119 -2.63385 -2.89678  0.12
H18 -5.16298 -3.54396 -3.83704  0.11
H19 -6.06417 -5.68609 -3.00577  0.10
H20 -4.88419 -6.89879 -1.21006  0.10
H21 -2.81972 -5.97860 -0.24718  0.11
H22 -0.76822 3.37673 0.05878  0.11
H23 -0.39410 4.72601 -1.98244  0.12

Properties
**LUMO level**: 0.112 eV
**M**: 461.48 g/mol
**Spin multiplicity**: 1
**Max |F|**: 1.28 eV/A
**HOMO-LUMO gap**: 0.2953 hartree
**ΔE to the lowest compared entry with this formula, charge and spin**: 0.0 kcal per mole
**SMILES**: COc1ccc(CN2C(=O)NC(=O)/C(=C/Nc3c(C)n(C)n(-c4ccccc4)c3=O)C2=O)cc1
**HOMO level**: -7.92 eV